1.
DFT (ωB97M-V with the def2-TZVPD basis set) results for a molecular structure, C29H38Br10F3NO2.

Atoms and positions in Å:
Br -1.686 -9.399 33.183
Br 2.894 -12.404 38.515
Br 1.626 -15.006 30.486
Br 2.689 -8.850 31.656
Br -3.222 -8.257 30.254
Br 4.003 -10.875 27.689
Br -1.014 -10.206 37.492
Br -0.862 -11.258 29.679
Br -3.103 -13.467 32.850
Br -6.782 -10.714 33.363
F 4.712 -8.030 39.084
F 0.023 -15.040 35.822
F -2.833 -16.231 32.864
O 1.598 -12.795 32.503
O 2.237 -11.708 34.245
N 1.391 -12.265 33.575
C 2.682 -9.983 30.047
C -1.050 -7.881 32.127
C 0.506 -13.741 29.559
C 4.792 -9.396 37.153
C 0.276 -11.642 37.859
C -4.822 -12.756 33.461
C -0.088 -12.789 30.574
C -1.518 -16.390 33.117
C 1.692 -11.140 37.640
C -2.831 -13.576 37.496
C 3.335 -8.904 35.322
C 2.880 -7.776 35.993
C -0.477 -14.915 38.107
C -2.200 -7.164 31.476
C 0.426 -15.782 34.355
C 3.979 -9.772 29.313
C 3.340 -7.479 37.270
C -1.927 -13.865 36.477
C 0.533 -17.527 32.689
C 4.325 -9.708 35.887
C 4.284 -8.307 37.838
C -1.295 -14.473 39.130
C -0.931 -15.641 34.126
C -0.007 -12.262 34.102
C 1.145 -16.763 33.672
C -0.806 -14.605 36.798
C -4.962 -11.321 33.034
C -0.808 -17.317 32.390
C -2.506 -13.854 38.811
H 0.422 -15.486 38.299
H 5.502 -10.056 37.638
H -5.581 -13.480 33.173
H 3.039 -6.549 37.735
H -4.745 -11.168 31.981
H -0.244 -14.234 28.945
H -3.742 -13.023 37.305
H -0.286 -8.231 31.442
H -2.133 -13.643 35.436
H 1.820 -9.582 29.524
H -4.849 -12.857 34.548
H -0.828 -13.217 31.244
H -1.813 -6.340 30.878
H -0.625 -12.048 33.238
H 3.952 -8.777 28.877
H -0.162 -13.271 34.467
H 0.134 -11.867 38.909
H 0.951 -15.147 35.055
H -1.089 -14.682 40.171
H 0.020 -12.451 37.185
H 1.843 -10.150 38.062
H 4.707 -10.549 35.328
H -4.313 -10.690 33.631
H -3.166 -13.568 39.619
H -1.291 -17.946 31.653
H 2.115 -7.186 35.504
H 2.468 -11.008 30.332
H -0.100 -11.473 34.838
H 1.117 -13.164 28.866
H -2.911 -6.756 32.188
H 2.169 -16.960 33.964
H 2.897 -9.139 34.359
H -0.620 -7.220 32.877
H 1.953 -11.086 36.586
H 0.713 -12.385 31.186
H 4.855 -9.868 29.944
H 1.109 -18.317 32.226
H -1.572 -14.909 34.603

Output
2S+1: 1

---

2.
DFT (ωB97M-V with the def2-TZVPD basis set) results for a single C19H28N2O molecule.

Atoms and positions in Å:
O 2.410 -2.476 -0.896
N -1.700 -1.659 1.527
N 0.275 -1.763 -0.982
C -1.571 -0.256 1.793
C 3.206 -0.599 -2.900
C 1.956 -0.392 -2.032
C -2.459 2.862 1.110
C -2.448 4.162 1.582
C -0.095 3.992 1.988
C -1.561 -3.378 -0.841
C -1.309 0.691 0.594
C 3.821 0.991 -1.241
C -0.532 -2.463 1.273
C -2.718 -2.405 -0.624
C -1.290 2.112 1.067
C 1.593 -1.657 -1.262
C -0.275 -2.851 -0.203
C -2.892 -2.145 0.878
C -1.265 4.731 2.023
C -0.109 2.692 1.516
C 4.035 0.669 -2.715
C 2.329 0.731 -1.030
H -3.168 -3.095 1.356
H 2.953 -0.792 -3.942
H -2.494 0.070 2.285
H 4.405 0.301 -0.631
H -2.528 -1.467 -1.149
H -3.365 4.733 1.606
H -1.810 -4.334 -0.377
H -0.755 -0.128 2.511
H -1.255 5.746 2.390
H -0.651 -3.405 1.827
H 4.101 2.011 -0.981
H -3.701 -1.433 1.050
H -0.367 -1.070 -1.327
H 0.832 4.429 2.330
H -3.640 -2.827 -1.028
H -0.346 0.441 0.149
H 1.103 -0.084 -2.642
H 3.753 -1.459 -2.510
H -3.385 2.423 0.765
H 5.083 0.520 -2.967
H -1.398 -3.552 -1.907
H 0.498 -3.628 -0.209
H 3.639 1.475 -3.337
H 2.122 0.432 -0.001
H 1.752 1.632 -1.246
H -2.100 0.558 -0.146
H 0.809 2.121 1.490
H 0.348 -1.951 1.666

Output
SMILES: O=C(N[C@@H]1CCCN(CCc2ccccc2)C1)C1CCCC1
2S+1: 1

---

3.
DFT (ωB97M-V with the def2-TZVPD basis set) results for 18 unconnected molecules or ions with the total composition C23H46Cl34F4N2O2S.

Atoms and positions in Å:
Cl -0.926 0.299 -2.077
Cl -5.822 1.017 -0.468
Cl 3.442 18.907 -2.324
Cl -1.132 10.361 -0.102
Cl -1.169 6.061 -1.946
Cl 2.023 14.671 0.486
Cl 1.151 -8.894 6.564
Cl 1.198 17.093 -1.898
Cl 4.125 11.504 0.715
Cl 5.365 4.893 -1.471
Cl 1.937 -8.246 3.828
Cl 5.405 -2.367 -2.886
Cl 1.817 1.183 -2.525
Cl 8.158 -1.511 -3.337
Cl -1.446 -8.468 -4.980
Cl 6.291 8.065 -2.075
Cl 6.736 8.312 0.795
Cl -1.066 -9.663 3.699
Cl -6.584 0.432 2.284
Cl 1.879 9.696 1.151
Cl -4.373 -8.552 3.089
Cl -1.253 11.107 -2.920
Cl -1.663 -5.200 -3.283
Cl -4.563 -9.469 -3.580
Cl -4.363 -5.604 -2.231
Cl -2.599 -3.233 2.345
Cl -5.082 -4.560 1.575
Cl -1.501 -9.878 0.823
Cl 0.690 -6.581 -4.337
Cl 1.160 4.740 -0.786
Cl -2.581 -11.597 -3.801
Cl -4.231 -9.338 5.895
Cl 6.047 2.054 -1.470
Cl -0.676 14.326 1.540
S 0.150 -0.695 3.443
F 0.763 -2.267 3.412
F -2.443 0.924 1.731
F -0.564 1.895 0.841
F -0.881 1.838 3.059
O 1.259 0.143 4.022
O -0.989 -0.722 4.411
N -0.277 -0.158 1.864
N -2.001 -6.766 -0.213
C 0.298 -8.174 -4.993
C 1.936 -7.709 5.513
C -4.775 -9.797 4.277
C 0.191 -3.716 0.732
C 4.885 3.277 -0.939
C -5.780 1.580 1.206
C -0.461 -4.691 -0.349
C -0.385 5.532 -0.452
C -0.888 -1.232 1.017
C -4.240 -11.107 -4.160
C 2.876 17.459 -1.483
C -4.296 -3.520 2.768
C 0.237 -2.172 0.292
C 0.406 14.029 0.174
C -3.272 -5.860 -3.602
C -1.060 1.081 1.886
C 6.473 -0.994 -3.201
C -0.876 -6.036 0.451
C -0.326 -10.026 2.137
C 0.127 1.684 -2.388
C -1.685 9.890 -1.714
C 7.465 7.907 -0.764
C 3.561 10.060 1.562
H -1.473 -0.774 0.146
H 3.502 16.617 -1.770
H 3.909 3.042 -1.359
H -4.926 -11.796 -3.672
H -1.679 -1.885 1.589
H -3.688 -5.365 -4.477
H 6.173 -0.519 -4.133
H 1.398 -6.765 5.582
H -4.744 1.690 1.517
H 0.479 12.956 0.008
H 2.946 17.624 -0.410
H 0.787 -8.935 -4.388
H 0.021 -2.162 -0.836
H -4.340 -4.003 3.742
H 0.489 -9.327 1.962
H 0.033 2.390 -1.566
H -0.001 14.514 -0.711
H -3.184 -6.927 -3.788
H -1.389 -4.195 -0.771
H -2.861 -6.199 -0.158
H -4.392 -11.137 -5.237
H 1.271 -1.719 0.442
H -1.267 -5.733 1.491
H 0.656 -8.231 -6.019
H 4.185 9.216 1.276
H -0.482 -3.764 1.650
H 4.832 3.264 0.148
H -2.115 -7.637 0.331
H -4.287 -10.727 3.991
H -0.207 6.400 0.181
H -4.817 -2.565 2.804
H -1.220 8.944 -1.984
H 0.058 -11.044 2.154
H 7.823 6.880 -0.730
H 3.634 10.227 2.635
H 6.387 -0.284 -2.381
H -5.854 -9.935 4.293
H -1.038 4.829 0.060
H -0.178 2.159 -3.319
H 8.297 8.582 -0.952
H 0.234 -4.943 -1.224
H 2.964 -7.573 5.840
H 1.263 -4.028 0.993
H -2.767 9.777 -1.697
H -6.289 2.540 1.269
H 0.034 -6.695 0.651

Output
2S+1: 1

---

4.
DFT (ωB97M-V with the def2-TZVPD basis set) results for 5 unconnected molecules or ions with the total composition C48H53F3N5O12P.

Atoms and positions in Å:
P 5.259 1.086 -4.651
F 2.405 5.279 -6.020
F 3.898 6.081 -4.728
F 1.925 5.611 -3.949
O -8.841 0.652 -3.319
O 5.615 -0.253 -5.244
O -4.941 -2.104 1.588
O -7.036 -2.016 2.063
O 2.380 0.493 4.661
O 3.735 1.535 3.358
O 0.418 -0.118 0.412
O -7.499 2.112 2.914
O 2.494 -3.219 -1.937
O 7.201 -0.815 -0.212
O -6.166 3.148 1.582
O 8.606 -1.603 1.214
N 8.114 -1.551 0.104
N -5.959 -2.579 2.046
N 1.935 -1.791 -0.113
N -6.398 2.333 2.457
N 3.495 0.751 4.254
C 2.884 -0.827 -1.991
C 3.458 3.395 -3.006
C 9.685 -3.308 -0.610
C 3.978 0.851 -3.334
C -7.029 -4.508 3.139
C -5.729 -6.436 3.749
C 9.703 -4.065 -2.892
C -1.861 2.125 -0.503
C -5.269 1.558 2.980
C -3.996 1.799 2.490
C -5.500 0.591 3.943
C 5.914 0.346 4.450
C -2.933 1.049 2.969
C 3.260 1.913 -2.682
C 8.657 -2.435 -0.931
C 8.139 -2.371 -2.215
C -4.663 -4.580 2.655
C 2.889 5.201 -4.764
C -8.094 2.304 -1.761
C -5.883 -3.924 2.624
C 3.365 3.771 -4.511
C 2.997 -1.888 0.832
C 1.340 -0.479 -0.243
C -3.152 0.069 3.927
C -4.256 2.143 -1.491
C 10.208 -4.126 -1.599
C -6.948 -5.772 3.703
C 2.186 0.219 -1.310
C 0.232 2.926 -1.776
C 8.669 -3.190 -3.199
C 4.389 -0.869 5.878
C 6.756 -1.265 6.023
C -4.589 -5.842 3.223
C 6.982 -0.324 5.027
C -3.073 2.988 -0.956
C -5.592 2.947 -1.442
C -9.146 -0.711 -3.580
C 3.938 -2.873 0.736
C 3.788 -0.519 -3.012
C -4.433 -0.157 4.415
C 2.329 1.580 -1.641
C 1.502 2.610 -0.884
C 2.446 -2.164 -1.398
C 5.461 -1.535 6.449
C -6.667 2.393 -2.416
C -8.604 0.849 -1.929
C 4.628 0.062 4.880
C -0.867 1.845 -1.674
H -1.472 1.901 -2.599
H -2.271 1.172 -0.130
H -1.934 1.225 2.591
H -7.831 0.163 -1.534
H -3.773 -4.121 2.247
H -7.835 -6.238 4.111
H 6.095 1.075 3.673
H -6.494 0.409 4.324
H 10.082 -3.356 0.393
H 11.012 -4.810 -1.363
H -0.184 3.922 -1.568
H 10.119 -4.700 -3.664
H -3.641 -6.362 3.259
H 4.386 3.734 -4.921
H -4.600 -0.923 5.162
H -7.973 2.554 -0.699
H -7.979 -3.993 3.107
H -3.822 2.558 1.741
H -8.835 2.939 -2.262
H -10.241 -0.880 -3.578
H -5.942 2.914 -0.399
H -9.559 0.682 -1.395
H 2.744 3.997 -2.436
H 1.125 2.182 0.052
H 8.276 -3.145 -4.206
H 4.325 -1.323 -3.512
H -6.366 1.394 -2.770
H 3.635 -3.910 0.556
H -5.667 -7.420 4.197
H 5.012 -2.678 0.762
H 7.333 -1.692 -2.459
H 4.785 1.899 -5.703
H 3.384 -1.082 6.213
H -1.295 2.633 0.296
H 5.288 -2.269 7.226
H 6.408 1.608 -4.007
H -3.431 3.580 -0.095
H -5.331 3.985 -1.703
H -8.802 -0.957 -4.597
H 2.025 3.562 -0.748
H 7.991 -0.114 4.698
H 3.099 -1.194 1.674
H 0.571 2.916 -2.830
H -8.676 -1.355 -2.822
H -4.332 1.221 -0.891
H 4.460 3.704 -2.657
H 2.794 3.052 -5.116
H -0.481 0.821 -1.631
H 7.591 -1.792 6.467
H -4.074 1.880 -2.548
H -2.322 -0.523 4.292
H -2.740 3.717 -1.716
H -6.775 3.037 -3.304

Output
SMILES: C=CN1C(=O)c2cc([PH2]=O)c(CCC(F)(F)F)c(CCCCCCCCCCOC)c2C1=O.O=[N+]([O-])c1ccccc1.O=[N+]([O-])c1ccccc1.O=[N+]([O-])c1ccccc1.O=[N+]([O-])c1ccccc1
2S+1: 1

---

Which calculated total energy belongs to each record? In order, -744843.4927 -25186.0602 -479136.3453 -100084.3504 eV.
Which orbital gap belongs to each record? In order, 8.9 8.7 8.0 7.8 eV.
Which E_LUMO belongs to each record? In order, 0.0 0.7 -0.7 -0.7 eV.